This record from OMol25 describes a cluster of 2 separate species, C3H11NS in total in a non-equilibrium geometry. The level of theory is wB97M-V/def2-TZVPD.

CARTESIAN COORDINATES (ANGSTROEM)
1 C 3.8877 1.9069 -1.0194
2 S 2.6531 1.0733 0.0761
3 H 3.7676 1.6691 -2.0722
4 H 3.8426 2.9737 -0.8251
5 H 4.8379 1.5390 -0.6358
6 C -2.0504 -1.8857 -0.1705
7 C -2.2627 -0.6963 0.7024
8 N -1.0003 0.1146 0.7785
9 H -1.1208 -2.4396 -0.0783
10 H -2.8671 -2.6076 -0.0484
11 H -2.2740 -1.7092 -1.2258
12 H -3.0351 0.0291 0.4631
13 H -2.4947 -0.9999 1.7222
14 H -1.1369 1.0496 1.1659
15 H -0.5097 0.3364 -0.1118
16 H -0.2372 -0.3533 1.2790

Force components x, y, z for each atom (eV/Å):
C -0.36 -0.40 1.00
S -0.82 -0.23 -0.04
H 0.00 0.06 -0.05
H 0.02 0.17 -0.31
H 0.21 0.10 -0.39
C -1.75 -1.05 -1.52
C 0.64 0.49 0.89
N 1.04 0.54 -0.41
H 0.18 0.32 0.26
H 0.19 -0.03 0.81
H 0.82 0.64 -0.11
H -0.20 -0.36 -0.67
H 0.23 -0.01 0.11
H 0.09 -0.15 0.41
H -0.19 -0.23 -0.23
H -0.09 0.14 0.26

Values from the calculation:
HOMO level (eV): -5.5
Spin multiplicity: 1
Kohn-Sham gap (eV): 5.050